A) Computed, not measured: C30H43AsIIrN7OSSeSi2 as an isolated structure, with wB97M-V/def2-TZVPD.

```
88
Properties=species:S:1:pos:R:3:mulliken_charge:R:1
Ir 1.222 -0.857 1.238 1.41
Se 2.268 -0.932 3.576 -0.15
C 0.760 -1.836 3.812 0.03
N -0.273 -2.420 3.834 -0.39
S -0.529 0.175 -5.072 -0.20
C 0.007 -0.120 -3.445 1.14
C 1.205 0.343 -2.894 -0.74
C 1.497 0.056 -1.582 -0.68
N 0.680 -0.644 -0.773 0.00
C -0.454 -1.114 -1.313 -0.27
C -0.820 -0.887 -2.616 -1.17
C 0.632 1.408 -5.619 -0.06
C 1.743 1.045 -6.363 -0.06
C 2.609 2.055 -6.767 -0.37
N 2.425 3.338 -6.475 -0.56
C 1.345 3.668 -5.775 -0.45
C 0.411 2.745 -5.324 0.08
H 1.904 0.926 -3.475 0.38
H 2.419 0.414 -1.142 0.42
H -1.103 -1.683 -0.662 0.22
H -1.757 -1.285 -2.981 0.48
H 1.932 0.013 -6.626 0.43
H 3.491 1.815 -7.350 0.39
H 1.210 4.724 -5.568 0.40
H -0.461 3.063 -4.767 0.53
I 6.686 -2.934 -0.629 0.21
C 4.718 -2.890 -0.038 -0.95
C 3.866 -3.958 0.138 -0.05
N 2.682 -3.455 0.530 0.24
N 2.717 -2.121 0.619 -0.18
C 3.954 -1.762 0.279 -0.12
H 4.019 -5.017 0.016 0.49
H 1.835 -3.943 0.769 0.12
H 4.252 -0.726 0.286 0.58
C -1.862 -5.235 3.766 -1.00
Si -0.847 -5.014 2.229 0.23
C 0.916 -5.585 2.453 -1.19
C -1.587 -5.770 0.700 -1.08
As -0.741 -2.594 1.890 0.17
Si -3.077 -1.806 1.924 0.65
C -3.496 -1.478 3.711 -1.23
C -4.074 -3.194 1.184 -1.27
C -3.201 -0.322 0.796 -0.88
H -1.944 -6.305 3.975 0.44
H -2.873 -4.847 3.655 0.28
H -1.401 -4.759 4.632 0.32
H 0.902 -6.584 2.896 0.47
H 1.510 -4.946 3.107 0.39
H 1.417 -5.699 1.489 0.24
H -1.566 -6.858 0.810 0.40
H -1.020 -5.526 -0.201 0.37
H -2.626 -5.480 0.545 0.33
H -4.425 -1.997 3.957 0.45
H -3.660 -0.412 3.879 0.37
H -2.734 -1.825 4.409 0.36
H -4.091 -4.090 1.802 0.32
H -3.735 -3.462 0.182 0.37
H -5.106 -2.843 1.088 0.43
H -2.296 0.275 0.721 0.13
H -3.998 0.334 1.156 0.41
H -3.478 -0.638 -0.212 0.41
C 0.722 5.428 -2.304 -0.70
C -0.153 5.928 -1.164 -0.80
N -0.127 5.042 0.007 0.21
C 0.675 5.437 1.163 -0.54
C 2.170 5.251 0.954 -1.07
C -0.834 3.903 -0.071 0.12
O -1.495 3.563 -1.041 -0.69
C -0.783 2.936 1.091 0.00
C -1.574 3.035 2.226 -0.09
C -1.541 1.994 3.140 -1.30
C -0.764 0.883 2.881 0.00
N -0.019 0.762 1.771 -0.24
C -0.022 1.796 0.914 -0.39
H 0.655 6.111 -3.151 0.42
H 0.385 4.444 -2.632 0.08
H 1.770 5.363 -2.009 0.24
H -1.187 6.006 -1.499 0.38
H 0.166 6.913 -0.827 0.38
H 0.345 4.871 2.032 0.33
H 0.452 6.484 1.375 0.41
H 2.399 4.214 0.697 0.23
H 2.710 5.508 1.865 0.40
H 2.545 5.890 0.155 0.33
H -2.200 3.902 2.393 0.62
H -2.124 2.028 4.050 0.55
H -0.752 0.058 3.578 0.42
H 0.580 1.703 0.024 0.66
```

Computed properties:
Charge: +2
Expectation value of S²: 0.76
Gap between HOMO and LUMO (alpha / beta) in eV: 7.0 / 6.9
E_HOMO (alpha / beta) in eV: -13.2 / -13.5
Molecular weight in g/mol: 1078.96
E_LUMO (alpha / beta) in eV: -6.11 / -6.59
Multiplicity: 2

---

B) Computed, not measured: C30H43AsIIrN7OSSeSi2 as an isolated structure, with wB97M-V/def2-TZVPD.

```
88
Properties=species:S:1:pos:R:3:mulliken_charge:R:1
Ir -0.989 0.913 0.186 1.19
Se -4.802 3.874 0.841 -0.02
C -3.386 2.862 0.766 0.34
N -2.433 2.172 0.708 -0.66
S 0.940 0.428 6.412 -0.16
C 0.425 0.469 4.759 1.38
C -0.143 -0.602 4.060 -0.91
C -0.498 -0.447 2.744 -0.71
N -0.318 0.705 2.067 -0.06
C 0.227 1.745 2.733 -0.21
C 0.605 1.663 4.046 -1.11
C 0.506 -1.228 6.897 0.03
C 1.474 -2.217 6.934 0.00
C 1.084 -3.490 7.337 -0.38
N -0.161 -3.798 7.681 -0.55
C -1.074 -2.831 7.658 -0.34
C -0.795 -1.525 7.279 -0.05
H -0.317 -1.555 4.538 0.38
H -0.937 -1.268 2.199 0.48
H 0.347 2.661 2.181 0.02
H 1.029 2.538 4.522 0.48
H 2.501 -2.011 6.666 0.43
H 1.810 -4.293 7.384 0.38
H -2.076 -3.108 7.964 0.39
H -1.565 -0.766 7.295 0.44
I -4.089 -4.544 0.053 0.18
C -3.618 -2.559 0.301 -0.99
C -4.460 -1.518 0.647 -0.04
N -3.720 -0.405 0.683 -0.18
N -2.437 -0.655 0.375 0.02
C -2.366 -1.969 0.142 -0.26
H -5.517 -1.499 0.859 0.51
H -4.005 0.545 0.886 0.09
H -1.432 -2.436 -0.122 0.57
C 1.715 5.359 1.043 -1.08
Si 0.067 5.064 0.211 0.48
C -1.352 5.162 1.402 -0.85
C -0.217 6.129 -1.279 -1.11
As 0.301 2.797 -0.635 -0.24
Si 1.876 2.477 -2.455 0.54
C 3.158 1.267 -1.834 -0.92
C 2.599 4.158 -2.767 -1.14
C 0.884 1.872 -3.904 -0.65
H 1.616 6.211 1.722 0.43
H 2.489 5.610 0.316 0.34
H 2.070 4.511 1.631 0.35
H -1.288 6.141 1.888 0.46
H -1.357 4.406 2.186 0.37
H -2.312 5.115 0.885 -0.01
H -0.312 7.166 -0.946 0.39
H -1.144 5.862 -1.789 0.34
H 0.605 6.087 -1.992 0.29
H 4.139 1.565 -2.212 0.52
H 2.952 0.261 -2.205 0.15
H 3.229 1.235 -0.747 0.30
H 3.086 4.587 -1.891 0.31
H 1.855 4.861 -3.143 0.25
H 3.361 4.050 -3.545 0.41
H -0.088 2.364 -3.970 0.34
H 0.745 0.790 -3.913 -0.06
H 1.432 2.125 -4.816 0.47
C -1.424 -3.157 -6.127 -1.08
C -0.053 -3.631 -5.670 -0.66
N 0.154 -3.404 -4.232 0.26
C -0.308 -4.448 -3.318 -0.27
C 0.665 -5.608 -3.182 -1.05
C 0.624 -2.211 -3.851 0.02
O 0.889 -1.285 -4.605 -0.71
C 0.859 -1.948 -2.380 -0.48
C 1.882 -2.533 -1.646 0.20
C 2.141 -2.066 -0.367 -1.53
C 1.369 -1.045 0.150 -0.26
N 0.364 -0.492 -0.546 1.24
C 0.133 -0.928 -1.793 -0.47
H -1.562 -3.379 -7.184 0.41
H -1.518 -2.080 -5.992 0.28
H -2.224 -3.654 -5.576 0.29
H 0.732 -3.101 -6.204 0.41
H 0.077 -4.697 -5.852 0.35
H -1.266 -4.808 -3.700 0.42
H -0.518 -4.002 -2.344 0.02
H 0.918 -6.025 -4.157 0.32
H 0.221 -6.404 -2.585 0.42
H 1.593 -5.301 -2.699 0.19
H 2.486 -3.320 -2.079 0.63
H 2.946 -2.475 0.227 0.49
H 1.559 -0.644 1.135 0.48
H -0.661 -0.436 -2.345 0.72
```

Computed properties:
Charge: +2
Expectation value of S²: 0.78
Gap between HOMO and LUMO (alpha / beta) in eV: 5.9 / 5.3
E_HOMO (alpha / beta) in eV: -12.8 / -12.8
Molecular weight in g/mol: 1078.96
E_LUMO (alpha / beta) in eV: -6.87 / -7.48
Multiplicity: 2

---

Here are the energies relative to the best structure, in kJ/mol: A) 0.0; B) 24.4.

---

A) Computed, not measured: a 3-piece molecular cluster, C3H9NO2 overall, with wB97M-V/def2-TZVPD.

```
15
Properties=species:S:1:pos:R:3:nbo_charge:R:1
C 1.914 -0.005 -0.468 -0.72
C 0.537 -0.852 -0.562 0.70
C -1.795 -0.745 0.225 -0.41
H 1.878 0.983 -0.005 0.23
H 1.976 0.232 -1.457 0.22
H 2.611 -0.831 -0.279 0.24
H -0.353 0.640 0.747 0.43
H -1.586 -1.834 -0.090 0.23
H -1.981 -0.622 1.447 0.16
H -2.675 -0.353 -0.238 0.19
H -1.765 3.411 1.307 0.43
H -0.216 2.846 2.284 0.47
N -0.506 -0.219 0.101 -0.66
O 0.470 -1.898 -1.193 -0.63
O -0.256 2.734 1.244 -0.88
```

Computed properties:
Charge: 0
Gap between HOMO and LUMO in eV: 7.2
E_HOMO in eV: -9.2
Molecular weight in g/mol: 91.11
E_LUMO in eV: -1.97

---

B) Computed, not measured: a 2-piece molecular cluster, C3H9NO2 overall, with wB97M-V/def2-TZVPD.

```
15
Properties=species:S:1:pos:R:3:nbo_charge:R:1
C 0.426 -1.421 1.291 -0.76
C -1.040 -1.424 1.396 0.80
O -1.761 -2.046 0.715 -0.57
O -1.355 -0.556 2.353 -0.71
H 1.088 -0.677 0.769 0.26
H 0.462 -2.449 0.921 0.24
H 0.902 -1.308 2.246 0.23
H -2.183 -0.565 2.783 0.50
C 0.449 1.369 -1.222 -0.43
N 0.699 1.461 -2.665 -0.87
H 0.633 2.267 -0.640 0.19
H 1.151 0.579 -0.851 0.19
H -0.714 1.391 -1.038 0.20
H -0.007 1.121 -3.157 0.36
H 1.250 2.258 -2.902 0.37
```

Computed properties:
Charge: 0
Gap between HOMO and LUMO in eV: 9.6
E_HOMO in eV: -8.9
Molecular weight in g/mol: 91.11
Structure (SMILES): CC(=O)O.CN
E_LUMO in eV: 0.71

---

C) Computed, not measured: a 2-piece molecular cluster, C3H9NO2 overall, with wB97M-V/def2-TZVPD.

```
15
Properties=species:S:1:pos:R:3:nbo_charge:R:1
C 1.960 -0.328 0.831 -0.75
C 1.939 -0.595 -0.686 0.80
O 2.825 -0.273 -1.421 -0.55
O 0.687 -0.920 -1.123 -0.73
H 1.539 -1.145 1.407 0.24
H 1.401 0.594 0.954 0.22
H 2.931 0.100 1.099 0.24
H 0.130 -0.174 -0.841 0.51
C -1.893 0.974 -0.121 -0.42
N -1.636 -0.477 0.048 -0.86
H -1.282 1.295 -0.962 0.18
H -1.647 1.523 0.789 0.20
H -2.920 1.212 -0.413 0.19
H -2.291 -0.962 -0.552 0.37
H -1.741 -0.824 0.992 0.37
```

Computed properties:
Charge: 0
Gap between HOMO and LUMO in eV: 10.3
E_HOMO in eV: -9.7
Molecular weight in g/mol: 91.11
Structure (SMILES): CC(=O)O.CN
E_LUMO in eV: 0.67

---

Here are the energies relative to the best structure, in kJ/mol: A) 382.1; B) 77.2; C) 0.0.

---

A) Computed, not measured: a 2-piece molecular cluster, C3H6N2S overall, with wB97M-V/def2-TZVPD.

```
12
Properties=species:S:1:pos:R:3:nbo_charge:R:1
C -0.658 1.585 -1.879 0.59
C 1.179 0.384 -0.865 0.40
C -1.155 -1.169 1.406 -0.89
N 0.390 1.105 -1.578 -0.33
N 2.352 -0.055 -1.200 -0.57
S 0.546 -0.896 1.322 0.64
H -1.677 1.815 -2.025 0.32
H -1.655 -0.816 0.513 0.29
H -1.635 -0.691 2.378 0.32
H -1.218 -2.237 1.466 0.31
H 2.908 0.150 -1.962 0.46
H 2.738 -0.663 -0.434 0.47
```

Computed properties:
Charge: +2
Gap between HOMO and LUMO (alpha / beta) in eV: 6.8 / 6.9
E_HOMO (alpha / beta) in eV: -18.6 / -18.8
Molecular weight in g/mol: 102.16
E_LUMO (alpha / beta) in eV: -11.82 / -11.93

---

B) Computed, not measured: C3H6N2S as an isolated structure, with wB97M-V/def2-TZVPD.

```
12
Properties=species:S:1:pos:R:3:nbo_charge:R:1
C -2.692 -0.670 -0.050 0.34
C -0.747 -0.212 -0.056 0.20
C 0.947 -0.317 0.225 -0.29
N -1.636 -1.326 -0.151 -0.42
N 1.686 0.846 -0.137 -0.70
S -1.767 1.136 0.063 0.50
H -3.709 -0.965 -0.103 0.29
H 1.332 -1.163 -0.486 0.30
H 0.912 -0.735 1.232 0.32
H 1.882 1.536 0.669 0.48
H 1.238 1.467 -0.890 0.49
H 2.554 0.401 -0.315 0.48
```

Computed properties:
Charge: +2
Gap between HOMO and LUMO in eV: 8.7
E_HOMO in eV: -20.3
Molecular weight in g/mol: 102.16
E_LUMO in eV: -11.61

---

Here are the energies relative to the best structure, in kJ/mol: A) 136.6; B) 0.0.

---

A) Computed, not measured: one molecule with the formula C7H15N, with wB97M-V/def2-TZVPD.

```
23
Properties=species:S:1:pos:R:3:nbo_charge:R:1
C 1.282 -0.528 -2.950 -0.62
C 1.869 -0.703 -1.517 -0.39
C 1.295 0.314 -0.492 -0.40
C -0.192 0.663 -0.561 -0.46
C -1.044 -0.067 0.429 -0.26
C -1.390 0.266 1.685 0.19
C -2.113 -0.701 2.588 -0.65
N -0.888 1.426 2.320 -0.85
H 2.083 -0.790 -3.638 0.21
H 0.995 0.512 -3.106 0.20
H 0.378 -1.110 -3.113 0.21
H 1.710 -1.687 -1.081 0.20
H 2.930 -0.503 -1.627 0.20
H 1.465 -0.175 0.474 0.21
H 1.936 1.199 -0.528 0.20
H -0.363 1.746 -0.568 0.21
H -0.617 0.448 -1.549 0.22
H -1.562 -0.932 0.019 0.19
H -1.495 -1.468 3.049 0.22
H -2.526 -0.079 3.391 0.22
H -2.966 -1.150 2.082 0.23
H -0.549 2.082 1.626 0.37
H -0.237 1.235 3.067 0.37
```

Computed properties:
Charge: 0
Gap between HOMO and LUMO in eV: 9.1
E_HOMO in eV: -8.1
Molecular weight in g/mol: 113.20
Structure (SMILES): CCCC/C=C(/C)N
E_LUMO in eV: 1.00

---

B) Computed, not measured: a 2-piece molecular cluster, C7H15N overall, with wB97M-V/def2-TZVPD.

```
23
Properties=species:S:1:pos:R:3:nbo_charge:R:1
C -0.908 -0.429 -1.048 0.18
C 0.246 -0.294 -1.969 -0.49
C 1.040 0.207 -0.789 -0.47
C -1.860 0.735 -0.984 -0.66
C -1.156 -1.567 -0.277 -0.67
H 0.600 -1.237 -2.381 0.21
H 0.097 0.438 -2.762 0.21
H 1.761 -0.521 -0.446 0.20
H 1.443 1.206 -0.902 0.20
H -2.639 0.605 -1.744 0.23
H -1.365 1.683 -1.180 0.22
H -2.361 0.806 -0.015 0.21
H -0.532 -1.164 1.052 0.37
H -0.653 -2.489 -0.551 0.22
H -2.171 -1.704 0.086 0.22
C 2.017 0.457 1.801 -0.66
C 0.588 0.587 1.351 0.11
N -0.292 -0.297 1.871 -0.82
H -1.228 0.099 1.884 0.35
H 0.241 1.609 1.201 0.18
H 2.325 -0.590 1.815 0.22
H 2.703 1.018 1.166 0.21
H 2.105 0.841 2.822 0.22
```

Computed properties:
Charge: 0
Gap between HOMO and LUMO in eV: 8.8
E_HOMO in eV: -7.9
Molecular weight in g/mol: 113.20
E_LUMO in eV: 0.96

---

C) Computed, not measured: a 2-piece molecular cluster, C7H15N overall, with wB97M-V/def2-TZVPD.

```
23
Properties=species:S:1:pos:R:3:nbo_charge:R:1
H 2.867 1.115 -0.853 0.34
N 2.506 0.503 -0.123 -0.69
C 1.615 -0.324 -0.529 0.17
C 1.595 -1.731 0.000 -0.67
H 1.160 -0.285 -1.559 0.14
H 2.207 -2.369 -0.636 0.23
H 1.958 -1.749 1.024 0.22
H 0.580 -2.127 -0.020 0.21
C -1.961 -1.003 -0.961 -0.65
C -1.160 0.251 -0.839 -0.18
C -0.505 0.729 0.260 0.04
C -0.661 0.140 1.641 -0.66
C -0.175 2.203 0.310 -0.64
H -3.017 -0.756 -1.102 0.22
H -1.641 -1.578 -1.831 0.21
H -1.884 -1.644 -0.087 0.21
H -1.208 0.893 -1.712 0.19
H 0.320 0.113 2.117 0.22
H -1.051 -0.873 1.639 0.21
H -1.302 0.770 2.259 0.22
H 0.762 2.351 0.846 0.22
H -0.057 2.615 -0.689 0.21
H -0.947 2.758 0.846 0.21
```

Computed properties:
Charge: 0
Gap between HOMO and LUMO in eV: 9.6
E_HOMO in eV: -8.6
Molecular weight in g/mol: 113.20
Structure (SMILES): [H]/N=C/C.CC=C(C)C
E_LUMO in eV: 0.96

---

Here are the energies relative to the best structure, in kJ/mol: A) 0.0; B) 302.2; C) 95.5.